No. 1
15
Properties=species:S:1:pos:R:3:lowdin_charge:R:1 method="wB97M-V/def2-TZVPD" homo_ha="-0.459 / -0.457" total_charge=+1 relative_energy_kj_mol=474.5 lumo_ev="-4.24 / -3.70" gap_ha="0.303 / 0.321"
C -1.41675 0.09998 -0.03968 -0.285
C -0.50014 -1.04175 0.26174 -0.006
C 0.42440 -0.30171 -0.82646 -0.038
C 2.74938 0.26868 0.38635 0.091
N -0.56978 0.63993 -0.88623 0.101
N -2.63476 0.53807 0.26601 0.236
H -0.19946 -1.13614 1.29517 0.121
H -0.80626 -2.08219 0.04752 0.136
H 0.97808 -0.76278 -1.62712 0.108
H 2.73557 -0.74831 0.88119 0.027
H 2.40039 1.12513 0.94916 -0.007
H 3.61868 0.47020 -0.26673 0.014
H -0.60545 1.56646 -1.43397 0.230
H -3.19327 -0.11889 0.76639 0.129
H -2.98065 1.48332 0.22666 0.143



No. 2
15
Properties=species:S:1:pos:R:3:lowdin_charge:R:1 method="wB97M-V/def2-TZVPD" homo_ha="-0.513 / -0.513" total_charge=+1 relative_energy_kj_mol=526.9 lumo_ev="-6.41 / -6.41" gap_ha="0.278 / 0.278"
C -0.84600 0.71918 1.48015 0.008
C 0.71518 -1.02641 0.34160 -0.081
C -0.27033 0.05521 0.30178 -0.230
C -0.87083 0.35506 -0.93028 -0.011
N 2.18568 -0.03978 -1.44151 0.160
N 2.02908 -0.67667 -0.46092 0.050
H -1.54347 -0.08752 1.85119 0.154
H -1.34051 1.58853 1.08869 0.083
H 1.16141 -1.23613 1.27964 0.115
H 0.69160 -2.03838 -0.07508 0.159
H -0.16701 1.05127 2.37824 0.159
H -0.07075 0.47738 -1.62188 0.066
H -1.66089 1.08174 -0.99723 0.110
H -1.44268 -0.62684 -1.27708 0.201
H 1.42952 0.40336 -1.91731 0.059



No. 3
15
Properties=species:S:1:pos:R:3:lowdin_charge:R:1 method="wB97M-V/def2-TZVPD" homo_ha="-0.449 / -0.464" total_charge=+1 relative_energy_kj_mol=505.4 lumo_ev="-4.23 / -3.51" gap_ha="0.294 / 0.335"
C 0.39623 -1.25515 0.71180 -0.316
C -0.21051 -1.25855 -0.67243 -0.013
C -1.13154 -0.17128 -0.06360 -0.013
C -0.27086 2.41924 -0.93541 0.102
N -0.52046 -0.41069 1.19957 0.134
N 1.31172 -1.99192 1.24341 0.251
H 0.44230 -1.02308 -1.40213 0.080
H -0.82301 -2.16882 -0.89302 0.157
H -2.20855 -0.08634 -0.09694 0.112
H 0.43314 2.73988 -0.15718 -0.001
H -1.29574 2.80980 -0.82177 0.014
H 0.22782 1.88268 -1.73697 -0.005
H -0.38229 -0.16550 2.17132 0.177
H 1.75669 -2.65261 0.59471 0.169
H 1.55905 -1.79342 2.20681 0.154



No. 4
15
Properties=species:S:1:pos:R:3:lowdin_charge:R:1 method="wB97M-V/def2-TZVPD" homo_ha="-0.467 / -0.473" total_charge=+1 relative_energy_kj_mol=576.4 lumo_ev="-6.93 / -6.71" gap_ha="0.213 / 0.227"
C 0.74779 1.11644 0.77894 -0.103
C -1.00509 -0.72859 0.68870 0.100
C -0.68699 -2.05153 0.18583 -0.021
C -0.31469 0.30768 0.01303 -0.139
N 1.80214 2.51214 -0.95097 0.080
N 1.52368 1.97064 0.24121 -0.048
H -1.59050 -0.58304 1.49714 0.118
H 1.06755 1.09063 1.85779 0.150
H -1.57401 -2.53188 -0.13832 0.104
H 0.04215 -2.52968 0.79547 0.117
H -0.01573 -2.10808 -0.76566 0.142
H -1.00572 1.01630 -0.26174 0.129
H 0.99340 2.97224 -1.29923 0.098
H 0.24308 -0.02745 -0.90905 0.153
H 2.63626 3.09085 -0.98151 0.119



No. 5
15
Properties=species:S:1:pos:R:3:lowdin_charge:R:1 method="wB97M-V/def2-TZVPD" homo_ha=-0.511 smiles="C[C@@]1(C[NH3+])C=N1" total_charge=+1 relative_energy_kj_mol=363.1 lumo_ev=-4.13 gap_ha=0.360
C -0.61082 -1.60305 0.20889 -0.016
C -0.72133 -0.08851 0.02357 -0.481
C 0.37500 0.66456 0.68060 -0.052
N 1.68234 0.82864 -0.22173 0.206
C -1.77276 0.47662 -0.91750 0.015
N -2.06544 0.50656 0.29212 0.192
H 0.25672 -1.90285 -0.42539 0.095
H -1.50054 -2.02566 -0.07812 0.056
H -0.31799 -1.84072 1.24744 0.096
H 0.62383 0.04574 1.50344 0.118
H -0.06063 1.60940 0.81547 0.116
H 2.29033 1.77009 -0.01369 0.247
H 1.50804 0.81698 -1.15759 0.096
H 2.30772 -0.00399 -0.02061 0.186
H -1.99449 0.74619 -1.93688 0.125



No. 6
15
Properties=species:S:1:pos:R:3:lowdin_charge:R:1 method="wB97M-V/def2-TZVPD" homo_ha="-0.453 / -0.427" total_charge=+1 relative_energy_kj_mol=679.2 lumo_ev="-4.81 / -4.83" gap_ha="0.276 / 0.250"
C 1.08237 0.09957 -0.08975 -0.004
C 1.49099 1.45682 -0.51087 -0.110
C 1.75840 -1.20434 0.10222 -0.095
C -3.26145 -0.19622 -0.75138 -0.011
N -1.24179 0.78218 0.13681 0.289
N -2.28932 0.47575 -0.10173 -0.001
H 0.69455 1.89902 -1.22568 0.105
H 2.29026 1.48394 -1.19567 0.060
H 1.54990 2.09689 0.38798 0.117
H 1.22217 -1.93327 -0.58552 0.121
H 1.56294 -1.60441 1.07647 0.083
H 2.80095 -1.32318 -0.14926 0.075
H -3.81177 0.58320 -1.33878 0.150
H -3.97380 -0.51631 0.00573 0.128
H -2.99417 -1.00049 -1.34178 0.092



No. 7
15
Properties=species:S:1:pos:R:3:lowdin_charge:R:1 method="wB97M-V/def2-TZVPD" homo_ha=-0.543 total_charge=+1 relative_energy_kj_mol=340.3 lumo_ev=-3.69 gap_ha=0.407
C 0.43752 1.62635 0.39066 -0.022
C 0.78123 -0.05733 -0.62213 -0.323
C 1.14755 -1.30571 0.18041 -0.004
C -2.11765 0.48570 -0.01200 0.170
N 1.49059 1.06774 -0.15064 0.072
N -0.35932 0.60564 0.01944 0.001
H 0.36355 2.50833 1.05238 0.176
H 0.47282 -0.34194 -1.70700 0.205
H 1.68228 -1.00931 1.11339 0.113
H 1.85407 -1.81055 -0.55265 0.114
H 0.30791 -1.90350 0.25686 0.055
H -2.26059 -0.02434 -1.03894 0.118
H -2.41899 1.52789 0.00842 0.078
H -2.37927 -0.05302 0.78939 0.019
H 2.41320 1.51268 -0.50948 0.229



No. 8
15
Properties=species:S:1:pos:R:3:lowdin_charge:R:1 method="wB97M-V/def2-TZVPD" homo_ha=-0.574 total_charge=+1 relative_energy_kj_mol=185.4 lumo_ev=-4.15 gap_ha=0.421
C -0.16759 -0.38011 -0.18563 -0.158
C -2.17667 -0.11628 0.10072 -0.109
C 1.95923 0.79330 0.09581 -0.065
C 1.28705 -0.52817 -0.21895 -0.148
N -1.00778 0.13309 0.91732 0.114
N -1.23775 -0.60102 -0.93360 0.165
H -2.94954 -0.89789 0.49974 0.178
H -2.77317 0.72160 -0.24966 0.135
H 1.78303 1.61541 -0.63235 0.109
H 2.98136 0.55650 0.29532 0.084
H 1.54924 1.20065 1.00599 0.072
H 1.54281 -1.18961 0.66133 0.165
H 1.52694 -1.08185 -1.15266 0.146
H -0.86924 1.00277 1.45478 0.160
H -1.44793 -1.22838 -1.65816 0.154



No. 9
15
Properties=species:S:1:pos:R:3:lowdin_charge:R:1 method="wB97M-V/def2-TZVPD" homo_ha=-0.533 total_charge=+1 relative_energy_kj_mol=399.7 lumo_ev=-4.44 gap_ha=0.369
C -1.07559 1.31078 0.74568 -0.090
C -0.09298 1.42076 -0.35089 0.024
C -0.10007 0.32171 1.39528 -0.101
C 0.75360 -1.77307 -1.42802 -0.054
N 0.02568 -1.50079 -0.42044 -0.010
N 0.74752 0.59954 0.18910 0.064
H -2.04177 0.97396 0.41332 0.136
H 0.00315 1.94244 -1.34155 0.175
H 0.37636 0.72309 2.38986 0.167
H -0.44127 -0.80532 1.49038 0.148
H 0.48125 -2.12176 -2.38397 0.070
H 1.84742 -1.59813 -1.24485 0.090
H -1.09296 2.14993 1.31234 0.092
H -0.98738 -1.71983 -0.54725 0.105
H 1.59705 0.07671 -0.21900 0.183



No. 10
15
Properties=species:S:1:pos:R:3:lowdin_charge:R:1 method="wB97M-V/def2-TZVPD" homo_ha="-0.482 / -0.495" total_charge=+1 relative_energy_kj_mol=555.3 lumo_ev="-6.42 / -5.62" gap_ha="0.246 / 0.289"
C -1.55858 0.00219 0.77238 -0.152
C -0.38833 -0.38308 0.03084 -0.379
C 0.13969 -1.57541 -0.55709 0.011
C 1.77927 1.68711 -0.55241 0.299
N -0.35978 0.84704 -0.00875 0.216
N -1.71432 0.36977 2.06014 0.164
H -2.42540 0.04750 0.14372 0.149
H 1.03554 -1.46822 -1.16885 0.093
H -0.58522 -2.01167 -1.22088 0.104
H 0.33991 -2.26628 0.29704 0.124
H 1.84628 1.47191 0.55155 0.063
H 1.97210 0.92850 -1.22534 -0.004
H 1.73167 2.78886 -0.87941 0.092
H -2.57650 0.78671 2.23086 0.093
H -1.13859 0.33157 2.87910 0.127



No. 11
15
Properties=species:S:1:pos:R:3:lowdin_charge:R:1 method="wB97M-V/def2-TZVPD" homo_ha="-0.510 / -0.510" total_charge=+1 relative_energy_kj_mol=498.3 lumo_ev="-5.35 / -5.35" gap_ha="0.314 / 0.314"
C -0.54485 0.66039 0.76172 -0.144
C 0.80631 0.18303 0.62553 0.015
C -1.39699 0.92695 -0.19148 0.087
C 2.14180 -1.23377 -0.73720 -0.005
N -3.23690 1.49549 0.53928 0.073
N 0.94820 -0.55641 -0.42432 0.029
H -0.86229 0.71378 1.87183 0.159
H 1.73773 0.26986 1.27653 0.188
H -1.38709 0.77678 -1.24168 0.072
H 2.03660 -2.21217 -0.92253 0.072
H 2.52586 -0.82008 -1.58690 0.083
H 2.91696 -1.07127 0.08045 0.145
H -3.77513 1.25653 -0.28824 0.000
H -3.20580 2.55178 0.68437 0.054
H 0.12737 -0.60222 -1.04500 0.171



No. 12
15
Properties=species:S:1:pos:R:3:lowdin_charge:R:1 method="wB97M-V/def2-TZVPD" homo_ha=-0.573 total_charge=+1 relative_energy_kj_mol=202.3 lumo_ev=-3.97 gap_ha=0.427
C -0.41552 0.50368 -0.20487 -0.237
C -0.27196 0.45830 -2.20845 -0.096
C 0.93132 -0.69042 1.29828 -0.016
C -0.40331 0.19406 1.21061 -0.088
N 0.37027 1.18256 -1.10320 0.120
N -0.90758 -0.31320 -1.18026 0.126
H -0.96028 1.12454 -2.81664 0.168
H 0.49257 -0.02514 -2.79081 0.136
H 0.79567 -1.45056 2.04271 0.077
H 1.78995 0.00382 1.56634 0.115
H 1.03668 -1.18682 0.34222 0.072
H -0.40766 1.02529 1.89447 0.132
H -1.18174 -0.39544 1.40663 0.076
H 0.69793 2.22103 -1.05124 0.222
H -1.69572 -0.97291 -1.11424 0.192



No. 13
15
Properties=species:S:1:pos:R:3:lowdin_charge:R:1 method="wB97M-V/def2-TZVPD" multiplicity=3 homo_ha="-0.397 / -0.596" total_charge=+1 relative_energy_kj_mol=391.7 lumo_ev="-3.49 / -8.34" gap_ha="0.269 / 0.289"
C 0.33146 -0.10853 0.09216 -0.158
C 1.01019 0.49518 2.03108 -0.060
C -1.58240 -0.27689 -1.60927 -0.059
C -0.08643 -0.40359 -1.25935 -0.205
N -0.12634 0.41301 1.15936 0.037
N 1.81502 -0.34685 1.02571 0.302
H 1.23109 1.49395 1.89319 0.116
H 0.86631 -0.08264 2.92308 0.146
H -1.70581 -1.01091 -2.48031 0.112
H -1.75611 0.80298 -1.84819 0.098
H -2.21997 -0.61275 -0.77998 0.079
H 0.66131 0.10994 -1.77200 0.099
H 0.27022 -1.50076 -1.34173 0.171
H -1.14964 0.74364 1.31874 0.238
H 2.44109 0.28423 0.64751 0.085



No. 14
16
Properties=species:S:1:pos:R:3:lowdin_charge:R:1 method="wB97M-V/def2-TZVPD" homo_ha=-0.496 total_charge=+1 relative_energy_kj_mol=172.8 lumo_ev=-3.19 gap_ha=0.379
C -0.73361 1.23771 -2.46232 -0.003
C -0.40496 0.86412 -1.00927 -0.172
C 0.36241 -0.31135 -0.76555 -0.044
N 0.72151 -0.30829 0.48236 0.032
C 0.27196 0.72977 1.12081 -0.066
N -0.53083 1.48254 0.25417 0.161
H -1.16862 2.22001 -2.48430 0.074
H 0.21013 1.08405 -3.05698 0.115
H -1.54129 0.59954 -2.81061 0.085
H 1.01136 -1.03366 -1.25967 0.159
H 1.06346 -1.20334 1.02110 0.194
H 0.82827 1.04571 2.01225 0.170
H -0.94077 2.31066 0.74426 0.200
H -0.43374 -3.22403 1.37506 0.101
H 0.70122 -3.31535 2.57075 0.080
O 0.24506 -2.72810 1.92880 -0.084



No. 15
16
Properties=species:S:1:pos:R:3:lowdin_charge:R:1 method="wB97M-V/def2-TZVPD" homo_ha=-0.522 total_charge=+1 relative_energy_kj_mol=450.2 lumo_ev=-7.62 gap_ha=0.243
C -1.06387 1.61395 0.43933 0.034
C -0.37403 0.51322 -0.28816 -0.317
C -0.69356 0.07342 -1.59685 0.128
N 0.20002 -0.88499 -1.97816 0.111
C 0.85225 -1.24111 -0.71899 -0.124
N 0.64161 -0.13658 0.20871 0.176
H -1.72946 2.21074 -0.19376 0.100
H -0.46078 2.21451 1.09302 0.105
H -1.77231 0.79729 0.74484 0.137
H -1.67643 0.15005 -2.06956 0.178
H 0.82100 -0.41739 -2.65949 0.203
H 0.20934 -2.00624 -0.24302 0.176
H 1.07730 -0.22343 3.51954 0.047
H 0.76948 -0.10672 2.01306 -0.027
H 1.81801 -1.74568 -0.73597 0.153
O 0.36615 -0.02611 2.89618 -0.079



| no. | calculated total energy (eV) | maximum force (hartree/bohr) |
| --- | --- | --- |
| 1 | -7263.224 | 0.0843 |
| 2 | -7262.680 | 0.0745 |
| 3 | -7262.903 | 0.0800 |
| 4 | -7262.168 | 0.1029 |
| 5 | -7264.378 | 0.1127 |
| 6 | -7261.102 | 0.0872 |
| 7 | -7264.615 | 0.1365 |
| 8 | -7266.220 | 0.0928 |
| 9 | -7263.999 | 0.0655 |
| 10 | -7262.386 | 0.0844 |
| 11 | -7262.977 | 0.1026 |
| 12 | -7266.045 | 0.0802 |
| 13 | -7259.400 | 0.0971 |
| 14 | -9314.225 | 0.0990 |
| 15 | -9311.350 | 0.0610 |